# C30H86Cl4N14O8P4

A 8-piece molecular cluster, C30H86Cl4N14O8P4 overall in a non-equilibrium geometry (ωB97M-V with the def2-TZVPD basis set, the Open Molecules 2025 dataset).

Each atom is followed by the atoms it is bonded to, with distances in Å.
Geometry (Å):
1 O 5.50796 0.29011 1.79453  P2 1.467
2 P 4.85792 1.58213 2.04056  O1 1.467, N3 1.720, N6 1.705, N9 1.740
3 N 4.99513 2.24579 3.62169  P2 1.720, C4 1.499, C5 1.457
4 C 6.34320 2.73809 4.05621  N3 1.499, H12 1.090, H13 1.090, H14 1.090
5 C 4.12217 1.73881 4.67226  N3 1.457, H15 1.090, H16 1.090, H17 1.090
6 N 3.20752 1.68047 1.62601  P2 1.705, C7 1.455, C8 1.507
7 C 2.74146 1.01150 0.42033  N6 1.455, H18 1.090, H19 1.090, H20 1.090
8 C 2.27568 2.74447 2.14627  N6 1.507, H21 1.090, H22 1.090, H23 1.090
9 N 5.52699 2.81351 1.00848  P2 1.740, C10 1.446, C11 1.475
10 C 5.08324 4.18077 1.16881  N9 1.446, H24 1.090, H25 1.090, H26 1.090
11 C 6.88036 2.62782 0.45085  N9 1.475, H27 1.090, H28 1.090, H29 1.090
12 H 6.95142 3.28437 3.33528  C4 1.090
13 H 6.78667 1.76838 4.28228  C4 1.090
14 H 6.20420 3.32531 4.96392  C4 1.090
15 H 4.08560 0.65102 4.61336  C5 1.090
16 H 3.06947 2.01490 4.61150  C5 1.090
17 H 4.48839 2.01845 5.66008  C5 1.090
18 H 2.16769 0.11107 0.63970  C7 1.090
19 H 2.23097 1.68233 -0.27067  C7 1.090
20 H 3.60088 0.65393 -0.14682  C7 1.090
21 H 2.89230 3.57048 2.50066  C8 1.090
22 H 1.57342 3.10257 1.39348  C8 1.090
23 H 1.66138 2.36092 2.96091  C8 1.090
24 H 5.06471 4.36368 2.24319  C10 1.090
25 H 5.74206 4.86476 0.63382  C10 1.090
26 H 4.09825 4.33422 0.72796  C10 1.090
27 H 7.07401 3.39738 -0.29640  C11 1.090
28 H 6.87899 1.68388 -0.09420  C11 1.090
29 H 7.70241 2.59776 1.16598  C11 1.090
30 O 2.22969 2.68726 -6.36505  P31 1.476
31 P 2.15281 2.93533 -4.91228  O30 1.476, N32 1.679, N35 1.674, N38 1.733
32 N 1.12929 1.93774 -4.03160  P31 1.679, C33 1.485, C34 1.521
33 C 0.89314 2.02958 -2.56852  N32 1.485, H41 1.090, H42 1.090, H43 1.090
34 C 0.93315 0.52900 -4.56998  N32 1.521, H44 1.090, H45 1.090, H46 1.090
35 N 1.62512 4.48133 -4.54833  P31 1.674, C36 1.506, C37 1.451
36 C 0.22309 4.74007 -4.06340  N35 1.506, H47 1.090, H48 1.090, H49 1.090
37 C 2.40374 5.62147 -4.99552  N35 1.451, H50 1.090, H51 1.090, H52 1.090
38 N 3.65089 2.85277 -4.04542  P31 1.733, C39 1.485, C40 1.469
39 C 4.50421 1.71514 -4.47397  N38 1.485, H53 1.090, H54 1.090, H55 1.090
40 C 3.97678 3.35480 -2.70399  N38 1.469, H56 1.090, H57 1.090, H58 1.090
41 H -0.18981 2.11307 -2.47711  C33 1.090
42 H 1.37518 2.88350 -2.09254  C33 1.090
43 H 1.24543 1.12145 -2.07935  C33 1.090
44 H 1.79533 -0.06566 -4.26809  C34 1.090
45 H 0.69625 0.52561 -5.63391  C34 1.090
46 H 0.18203 0.06765 -3.92883  C34 1.090
47 H 0.18748 4.39715 -3.02936  C36 1.090
48 H -0.15495 5.75688 -4.16962  C36 1.090
49 H -0.50320 4.06870 -4.52151  C36 1.090
50 H 3.05049 5.84981 -4.14837  C37 1.090
51 H 3.00608 5.28432 -5.83910  C37 1.090
52 H 1.77273 6.45021 -5.31663  C37 1.090
53 H 3.90159 0.85399 -4.18525  C39 1.090
54 H 4.52587 1.73343 -5.56360  C39 1.090
55 H 5.49917 1.74679 -4.02994  C39 1.090
56 H 3.28737 4.15794 -2.44365  C40 1.090
57 H 4.99301 3.74430 -2.76455  C40 1.090
58 H 3.73891 2.61248 -1.94210  C40 1.090
59 O -1.66690 2.15028 3.69532  P60 1.481
60 P -1.66030 1.70722 5.10839  O59 1.481, N61 1.719, N64 1.658, N67 1.721
61 N -0.63258 2.52149 6.22028  P60 1.719, C62 1.540, C63 1.452
62 C -1.15963 3.07379 7.55778  N61 1.540, H70 1.090, H71 1.090, H72 1.090
63 C 0.66235 3.05084 5.83158  N61 1.452, H73 1.090, H74 1.090, H75 1.090
64 N -1.21634 0.13005 5.36172  P60 1.658, C65 1.438, C66 1.463
65 C -0.62152 -0.67855 4.33261  N64 1.438, H76 1.090, H77 1.090, H78 1.090
66 C -1.23725 -0.37597 6.73396  N64 1.463, H79 1.090, H80 1.090, H81 1.090
67 N -3.22810 1.77796 5.81434  P60 1.721, C68 1.464, C69 1.458
68 C -4.19903 0.71024 5.57014  N67 1.464, H82 1.090, H83 1.090, H84 1.090
69 C -3.91090 3.04804 6.03314  N67 1.458, H85 1.090, H86 1.090, H87 1.090
70 H -1.71514 4.00060 7.41449  C62 1.090
71 H -0.26673 3.27176 8.15077  C62 1.090
72 H -1.55071 2.37832 8.30040  C62 1.090
73 H 1.04921 3.83676 6.48025  C63 1.090
74 H 0.60521 3.35943 4.78774  C63 1.090
75 H 1.37006 2.22230 5.85943  C63 1.090
76 H -0.39487 -1.68054 4.69693  C65 1.090
77 H -1.28650 -0.75512 3.47235  C65 1.090
78 H 0.33429 -0.30465 3.96556  C65 1.090
79 H -2.01581 -1.13098 6.62488  C66 1.090
80 H -0.22490 -0.66626 7.01501  C66 1.090
81 H -1.55667 0.35599 7.47578  C66 1.090
82 H -5.17458 1.17800 5.43751  C68 1.090
83 H -4.00617 0.17309 4.64150  C68 1.090
84 H -4.14778 -0.03288 6.36591  C68 1.090
85 H -4.48332 3.33935 5.15247  C69 1.090
86 H -3.20009 3.87269 6.08602  C69 1.090
87 H -4.48623 3.07398 6.95857  C69 1.090
88 O -5.24593 -4.82192 -5.62015  P89 1.471
89 P -3.79250 -4.71115 -5.42433  O88 1.471, N90 1.761, N93 1.703, N96 1.683
90 N -2.92274 -6.07698 -6.11678  P89 1.761, C91 1.446, C92 1.470
91 C -1.48802 -6.06975 -6.29648  N90 1.446, H99 1.090, H100 1.090, H101 1.090
92 C -3.63672 -7.33695 -6.37107  N90 1.470, H102 1.090, H103 1.090, H104 1.090
93 N -3.32496 -4.75912 -3.78734  P89 1.703, C94 1.516, C95 1.469
94 C -4.13743 -5.60626 -2.82839  N93 1.516, H105 1.090, H106 1.090, H107 1.090
95 C -2.00674 -4.28838 -3.34044  N93 1.469, H108 1.090, H109 1.090, H110 1.090
96 N -3.11141 -3.33297 -6.10953  P89 1.683, C97 1.495, C98 1.481
97 C -3.50181 -1.99603 -5.56559  N96 1.495, H111 1.090, H112 1.090, H113 1.090
98 C -3.04080 -3.27085 -7.58733  N96 1.481, H114 1.090, H115 1.090, H116 1.090
99 H -1.23268 -6.14308 -7.35361  C91 1.090
100 H -1.26326 -7.03172 -5.83584  C91 1.090
101 H -1.02420 -5.23503 -5.77091  C91 1.090
102 H -4.57801 -7.12708 -6.87903  C92 1.090
103 H -3.67303 -7.95032 -5.47076  C92 1.090
104 H -3.20547 -7.95949 -7.15501  C92 1.090
105 H -5.00893 -5.11170 -2.39945  C94 1.090
106 H -4.51335 -6.52824 -3.27193  C94 1.090
107 H -3.54421 -5.96236 -1.98614  C94 1.090
108 H -1.41083 -3.97528 -4.19774  C95 1.090
109 H -2.12322 -3.58735 -2.51395  C95 1.090
110 H -1.37490 -5.06372 -2.90717  C95 1.090
111 H -2.89542 -1.13275 -5.83972  C97 1.090
112 H -4.53121 -1.76799 -5.84205  C97 1.090
113 H -3.38444 -2.09344 -4.48631  C97 1.090
114 H -2.61563 -2.30276 -7.85218  C98 1.090
115 H -4.01913 -3.29575 -8.06729  C98 1.090
116 H -2.51849 -4.06760 -8.11693  C98 1.090
117 C -2.58375 2.99632 1.23516  N118 1.546, H121 1.090, H122 1.090, H123 1.090
118 N -1.90062 2.63042 -0.10204  C117 1.546, O119 1.210, O120 1.184
119 O -1.35580 3.61679 -0.54155  N118 1.210
120 O -1.92923 1.56662 -0.62116  N118 1.184
121 H -1.84064 3.47714 1.87132  C117 1.090
122 H -3.10105 2.13345 1.65463  C117 1.090
123 H -3.27144 3.80655 0.99284  C117 1.090
124 C -5.42848 -2.57753 0.83746  N125 1.431, H128 1.090, H129 1.090, H130 1.090
125 N -4.34421 -1.91747 0.17581  C124 1.431, O126 1.238, O127 1.254
126 O -3.80038 -0.95438 0.73257  N125 1.238
127 O -3.97576 -2.32594 -0.95146  N125 1.254
128 H -5.05970 -2.85990 1.82355  C124 1.090
129 H -5.84573 -3.40374 0.26180  C124 1.090
130 H -6.21094 -1.82799 0.95591  C124 1.090
131 Cl -1.27065 -7.54949 4.59638  C132 1.829
132 C -0.10027 -6.54142 3.61634  Cl131 1.829, C133 1.582, H135 1.090, H136 1.090
133 C 0.00874 -5.00764 3.98848  C132 1.582, Cl134 1.816, H137 1.090, H138 1.090
134 Cl 0.99999 -4.56971 5.44577  C133 1.816
135 H -0.26885 -6.73666 2.55730  C132 1.090
136 H 0.78833 -7.13588 3.82870  C132 1.090
137 H -0.95783 -4.50426 4.00991  C133 1.090
138 H 0.57274 -4.64610 3.12866  C133 1.090
139 Cl 0.48986 -2.48479 -1.98078  C140 1.745
140 C -0.59071 -1.75877 -0.81815  Cl139 1.745, C141 1.525, H143 1.090, H144 1.090
141 C -0.78625 -2.59038 0.44533  C140 1.525, Cl142 1.838, H145 1.090, H146 1.090
142 Cl -1.66263 -4.16650 0.09124  C141 1.838
143 H -1.57363 -1.62489 -1.26985  C140 1.090
144 H -0.27765 -0.75045 -0.54727  C140 1.090
145 H -1.53813 -2.10249 1.06559  C141 1.090
146 H 0.01575 -2.81775 1.14761  C141 1.090

Properties
Charge: +1
Maximum force, eV/A: 4.0
Multiplicity: 2
Electronic energy, hartree: -5768.92260

These are the Mulliken partial charges, in e, on atoms 1 to 8: number 1, O, carries -0.87; number 2, P, carries 0.14; number 3, N, carries 0.35; number 4, C, carries -1.10; number 5, C, carries -0.76; number 6, N, carries 0.85; number 7, C, carries -1.05; number 8, C, carries -0.90